(1)
This record from the Open Molecules 2025 dataset describes a molecular structure, C3H7FeO3. The level of theory is ωB97M-V with the def2-TZVPD basis set.

Cartesian coordinates (Å):
O  -0.58  -1.52  -0.17
C  0.54  -1.18  -0.94
C  0.93  0.26  -0.69
O  0.81  1.15  -1.78
C  -0.43  1.19  -2.03
Fe  -0.47  -0.24  1.16
H  0.34  -1.33  -2.03
H  1.42  -1.81  -0.69
H  1.98  0.41  -0.41
H  0.00  0.99  3.41
H  -0.78  2.12  -2.48
H  -1.18  0.39  -2.09
O  -0.56  0.32  3.00
H  -1.16  -0.01  3.67

As for the total charge: +2. The spin multiplicity is 6. Its expectation value of S² is 8.7666. The value obtained for the total energy is -1607.05606 Eh.



(2)
This record from the Open Molecules 2025 dataset describes 2 unconnected molecules or ions with the total composition C3H9NS. The level of theory is ωB97M-V with the def2-TZVPD basis set.

Cartesian coordinates (Å):
C  1.22  1.26  -0.43
C  1.10  0.55  0.71
N  0.32  0.99  1.77
H  1.69  0.84  -1.29
H  1.06  2.35  -0.41
H  1.32  -0.49  0.84
H  -0.08  1.91  1.69
H  0.65  0.71  2.68
C  -0.87  -1.68  -0.64
S  -2.53  -1.00  -1.12
H  -0.92  -2.00  0.38
H  -0.19  -0.85  -0.78
H  -0.69  -2.45  -1.39
H  -2.07  -0.15  -2.03

As for the total charge: 0. As for the structure (SMILES): C=CN.CS. The value obtained for the total energy is -572.59566 Eh. As for the energy above the lowest of the compared OMol25 structures with the same formula, charge and spin: 116.7 kJ/mol.



(3)
This record from the Open Molecules 2025 dataset describes a molecular structure, C21H23ClIN4OSr. The level of theory is ωB97M-V with the def2-TZVPD basis set.

Cartesian coordinates (Å):
Sr  -0.64  -0.52  0.32
Cl  -4.53  2.50  -5.13
C  -3.41  1.62  -4.14
C  -3.11  0.30  -4.45
C  -2.20  -0.40  -3.70
C  -1.56  0.17  -2.58
O  -0.67  -0.53  -1.92
C  -1.89  1.52  -2.24
C  -1.34  2.33  -1.13
N  -0.64  1.89  -0.14
C  -0.15  2.72  0.94
C  -0.51  4.02  1.13
C  0.00  4.77  2.22
C  0.84  4.20  3.11
C  1.22  2.84  2.97
C  2.10  2.20  3.88
C  2.43  0.89  3.71
C  1.88  0.20  2.61
N  1.06  0.76  1.75
C  0.73  2.09  1.89
C  -2.81  2.21  -3.06
H  -3.59  -0.16  -5.30
H  -1.96  -1.43  -3.94
H  -1.56  3.40  -1.21
H  -1.19  4.50  0.44
H  -0.31  5.81  2.33
H  1.23  4.77  3.95
H  2.49  2.76  4.72
H  3.09  0.37  4.38
H  2.09  -0.85  2.44
H  -3.04  3.25  -2.83
N  2.96  -1.03  -3.94
C  3.43  -1.91  -2.79
C  2.51  -1.68  -1.62
N  2.38  -0.28  -1.22
C  2.07  0.59  -2.34
C  2.98  0.43  -3.54
H  2.00  -1.29  -4.18
H  3.52  -1.19  -4.77
H  4.46  -1.61  -2.61
H  3.41  -2.94  -3.16
H  2.83  -2.28  -0.77
H  1.52  -2.05  -1.87
H  3.18  0.06  -0.71
H  2.08  1.63  -2.02
H  1.04  0.37  -2.65
H  4.03  0.65  -3.33
H  2.66  1.00  -4.41
I  1.02  -3.70  1.14
C  -0.97  -2.86  1.61
H  -0.97  -2.96  2.70
H  -1.63  -3.67  1.30

As for the total charge: +1. The value obtained for the total energy is -1896.71649 Eh. As for the energy above the lowest of the compared OMol25 structures with the same formula, charge and spin: 132.8 kJ/mol.



(4)
This record from the Open Molecules 2025 dataset describes a molecular structure, C31H46NO7S2SiZr. The level of theory is ωB97M-V with the def2-TZVPD basis set.

Cartesian coordinates (Å):
Zr  -0.61  -1.21  -0.77
C  2.54  -2.65  -0.25
C  2.01  -2.39  1.14
C  3.15  -2.02  2.08
C  1.22  -3.47  1.79
O  1.06  -1.22  0.96
Si  0.79  0.05  2.02
S  -0.65  1.13  0.98
O  0.26  -0.62  3.41
C  -0.53  -0.33  4.65
C  0.22  0.57  5.58
C  -0.65  -1.67  5.37
C  -1.88  0.15  4.24
O  2.20  0.81  2.23
C  2.71  2.15  1.93
C  2.58  2.47  0.46
C  4.21  2.07  2.38
C  1.84  3.05  2.77
H  3.38  -3.34  -0.14
H  2.88  -1.76  -0.80
H  1.74  -3.21  -0.78
H  3.77  -2.94  2.15
H  2.77  -1.81  3.04
H  3.77  -1.23  1.66
H  2.00  -4.27  1.94
H  0.44  -3.87  1.12
H  0.79  -3.16  2.77
H  1.27  0.19  5.63
H  -0.32  0.61  6.52
H  0.22  1.59  5.16
H  0.37  -2.09  5.47
H  -1.25  -2.36  4.73
H  -1.17  -1.57  6.34
H  -1.83  1.18  3.81
H  -2.59  0.07  5.09
H  -2.25  -0.53  3.46
H  3.00  1.68  -0.15
H  3.10  3.41  0.21
H  1.50  2.58  0.24
H  4.78  1.31  1.78
H  4.20  1.76  3.44
H  4.79  3.02  2.29
H  0.79  2.93  2.44
H  2.07  4.11  2.80
H  1.89  2.72  3.84
O  -1.10  -4.95  0.07
S  -1.53  -3.74  -0.58
O  -2.72  -3.68  -1.43
O  -1.57  -2.72  0.53
O  -0.37  -3.15  -1.48
C  2.64  0.90  -4.97
C  2.88  -0.19  -3.97
C  4.13  0.07  -3.15
C  2.88  -1.57  -4.70
C  1.74  -0.31  -3.06
C  0.76  -0.56  -2.32
H  3.49  0.97  -5.67
H  2.52  1.91  -4.51
H  1.71  0.79  -5.60
H  5.02  0.21  -3.77
H  4.31  -0.81  -2.50
H  4.09  0.95  -2.44
H  3.76  -1.68  -5.32
H  1.95  -1.68  -5.33
H  2.90  -2.41  -3.96
N  -2.25  -0.26  -1.49
C  -3.18  0.47  -1.83
C  -2.95  1.44  -2.96
C  -3.94  2.34  -3.40
C  -3.56  3.37  -4.29
C  -2.36  3.37  -4.96
C  -1.41  2.40  -4.61
C  -1.69  1.48  -3.61
C  -4.50  0.32  -1.11
C  -5.16  1.43  -0.60
C  -6.32  1.28  0.18
C  -6.83  0.02  0.46
C  -6.12  -1.09  0.00
C  -4.95  -0.94  -0.77
H  -5.00  2.23  -3.16
H  -4.31  4.17  -4.45
H  -2.09  4.07  -5.77
H  -0.40  2.47  -5.05
H  -0.92  0.73  -3.39
H  -4.73  2.42  -0.78
H  -6.83  2.16  0.52
H  -7.70  -0.14  1.09
H  -6.48  -2.11  0.26
H  -4.43  -1.83  -1.13

As for the total charge: -1. The value obtained for the total energy is -2923.54510 Eh. As for the energy above the lowest of the compared OMol25 structures with the same formula, charge and spin: 58.9 kJ/mol.



(5)
This record from the Open Molecules 2025 dataset describes a molecular structure, C7H11AuNO5. The level of theory is ωB97M-V with the def2-TZVPD basis set.

Cartesian coordinates (Å):
Au  0.14  -1.70  0.41
O  -2.67  -0.73  -0.06
C  -2.19  0.30  -0.90
C  -1.11  1.16  -0.27
N  0.21  0.52  -0.07
C  0.78  1.00  1.20
C  -0.05  0.47  2.37
O  -0.13  1.10  3.41
O  -0.64  -0.66  2.12
C  1.10  0.91  -1.19
C  2.50  0.22  -1.20
O  3.38  0.90  -1.74
O  2.55  -0.93  -0.70
H  -2.29  -0.63  0.83
H  -1.83  -0.14  -1.84
H  -3.03  0.97  -1.14
H  -0.97  2.06  -0.88
H  -1.50  1.50  0.70
H  1.80  0.61  1.28
H  0.83  2.10  1.23
H  0.60  0.68  -2.12
H  1.27  2.00  -1.15
C  0.36  -3.49  -0.05
H  -0.43  -4.20  -0.34
H  1.30  -4.03  0.10

As for the total charge: -1. The value obtained for the total energy is -839.97374 Eh. As for the energy above the lowest of the compared OMol25 structures with the same formula, charge and spin: 0.0 kJ/mol.



(6)
This record from the Open Molecules 2025 dataset describes a molecular structure, C24H57N4O4RhSSeSi4. The level of theory is ωB97M-V with the def2-TZVPD basis set.

Cartesian coordinates (Å):
Rh  0.74  -0.34  0.53
O  5.42  -1.89  1.43
Se  3.95  -1.36  1.13
O  2.68  -1.82  1.98
O  3.99  0.32  1.09
O  3.56  -1.80  -0.51
C  -0.11  5.56  0.58
Si  -0.15  3.69  0.33
C  -1.29  2.95  1.63
C  -0.73  3.39  -1.43
Si  2.48  1.29  0.93
Si  3.32  2.57  -0.88
C  2.70  1.78  -2.47
C  2.94  4.42  -0.92
C  5.19  2.41  -0.81
Si  2.54  2.15  3.15
C  2.27  4.01  3.28
C  4.26  1.79  3.82
C  1.28  1.23  4.19
H  -1.14  5.92  0.71
H  0.32  6.07  -0.28
H  0.46  5.86  1.46
H  -2.33  3.25  1.41
H  -1.04  3.33  2.62
H  -1.25  1.86  1.65
H  -1.80  3.61  -1.51
H  -0.58  2.36  -1.75
H  -0.20  4.05  -2.12
H  1.62  1.92  -2.58
H  2.90  0.71  -2.47
H  3.19  2.22  -3.35
H  1.99  4.63  -1.40
H  3.72  4.92  -1.49
H  2.92  4.86  0.08
H  5.51  1.37  -0.85
H  5.59  2.85  0.10
H  5.63  2.94  -1.66
H  3.05  4.56  2.76
H  2.29  4.31  4.33
H  1.31  4.32  2.87
H  5.02  2.41  3.33
H  4.54  0.75  3.67
H  4.29  2.00  4.89
H  0.26  1.45  3.87
H  1.38  1.51  5.24
H  1.43  0.15  4.10
N  -1.26  0.35  -0.46
C  -2.37  0.02  -0.37
N  -3.62  -0.37  -0.26
C  -4.10  -0.76  1.08
C  -4.69  0.44  1.81
C  -5.77  1.12  0.96
C  -5.22  1.50  -0.41
C  -4.62  0.29  -1.11
H  -3.26  -1.20  1.62
H  -4.86  -1.53  0.94
H  -3.89  1.15  2.03
H  -5.10  0.11  2.77
H  -6.16  2.00  1.48
H  -6.61  0.43  0.83
H  -4.44  2.27  -0.30
H  -6.00  1.93  -1.03
H  -4.14  0.57  -2.05
H  -5.39  -0.45  -1.34
C  1.61  -1.76  -4.89
C  0.17  -1.92  -4.41
C  -0.02  -1.62  -2.93
C  0.69  -2.61  -2.01
N  0.54  -2.24  -0.61
C  -0.34  -2.79  0.18
S  -0.57  -2.06  1.75
N  -1.09  -3.86  -0.16
C  -2.15  -4.43  0.66
C  -2.63  -5.76  0.10
C  -1.69  -6.95  0.34
C  -0.37  -6.90  -0.42
H  1.68  -1.86  -5.97
H  2.27  -2.52  -4.45
H  2.00  -0.78  -4.61
H  -0.19  -2.93  -4.63
H  -0.47  -1.25  -4.99
H  -1.08  -1.61  -2.67
H  0.36  -0.62  -2.70
H  1.76  -2.63  -2.25
H  0.34  -3.63  -2.22
H  2.60  -2.01  -0.47
H  -1.05  -4.18  -1.11
H  -2.99  -3.72  0.71
H  -1.78  -4.55  1.68
H  -2.83  -5.66  -0.97
H  -3.59  -5.98  0.57
H  -2.23  -7.86  0.06
H  -1.49  -7.03  1.41
H  -0.54  -6.77  -1.49
H  0.18  -7.83  -0.29
H  0.27  -6.09  -0.08

As for the total charge: 0. The spin multiplicity is 5. Its expectation value of S² is 6.0093. The value obtained for the total energy is -5536.73518 Eh. As for the energy above the lowest of the compared OMol25 structures with the same formula, charge and spin: 273.6 kJ/mol.



(7)
This record from the Open Molecules 2025 dataset describes C22H29ClN4O2 in the gas phase. The level of theory is ωB97M-V with the def2-TZVPD basis set.

Cartesian coordinates (Å):
C  -3.83  -4.18  -0.83
C  -3.27  -2.81  -0.45
C  -4.34  -1.78  -0.33
N  -5.56  -1.95  -0.74
O  -6.25  -0.82  -0.47
C  -5.43  0.08  0.10
C  -5.98  1.40  0.50
C  -4.18  -0.46  0.21
C  -2.96  0.07  0.85
O  -2.46  -0.49  1.81
N  -2.46  1.23  0.35
C  -2.76  1.76  -0.96
C  -1.60  1.44  -1.91
C  -0.28  1.97  -1.35
C  -0.03  1.39  0.04
N  1.17  1.90  0.70
C  1.63  1.06  1.79
C  2.43  -0.18  1.32
N  3.53  0.24  0.49
C  4.67  -0.54  0.38
C  4.74  -1.84  0.91
C  5.92  -2.56  0.84
C  7.05  -2.04  0.25
C  6.98  -0.75  -0.27
Cl  8.39  -0.05  -1.00
C  5.83  -0.01  -0.20
C  3.08  1.04  -0.63
C  2.31  2.26  -0.11
C  -1.24  1.76  0.91
H  -3.02  -4.90  -0.91
H  -4.35  -4.12  -1.78
H  -4.53  -4.52  -0.08
H  -2.75  -2.86  0.51
H  -2.55  -2.48  -1.20
H  -6.85  1.26  1.14
H  -6.30  1.96  -0.37
H  -5.23  1.96  1.04
H  -3.68  1.32  -1.34
H  -2.88  2.84  -0.88
H  -1.80  1.89  -2.89
H  -1.53  0.36  -2.04
H  0.52  1.69  -2.04
H  -0.32  3.06  -1.29
H  0.00  0.29  -0.05
H  0.79  0.72  2.39
H  2.29  1.67  2.42
H  2.81  -0.68  2.21
H  1.76  -0.87  0.79
H  3.88  -2.30  1.35
H  5.94  -3.56  1.24
H  7.97  -2.60  0.19
H  5.83  1.00  -0.59
H  3.93  1.36  -1.23
H  2.42  0.43  -1.28
H  2.01  2.90  -0.94
H  2.99  2.84  0.53
H  -1.14  1.34  1.92
H  -1.32  2.85  0.98

As for the total charge: 0. As for the structure (SMILES): CCc1noc(C)c1C(=O)N1CCC[C@@H](N2CCN(c3cccc(Cl)c3)CC2)C1. The value obtained for the total energy is -1685.40366 Eh. As for the energy above the lowest of the compared OMol25 structures with the same formula, charge and spin: 235.1 kJ/mol.



(8)
This record from the Open Molecules 2025 dataset describes a gas-phase ion, C8H12N4O (charge +2). The level of theory is ωB97M-V with the def2-TZVPD basis set.

Cartesian coordinates (Å):
C  -0.94  -0.18  0.78
C  -2.05  -0.26  -0.01
C  -0.41  -0.92  -1.54
C  1.20  0.91  -0.02
C  -4.53  0.24  0.28
C  1.27  -1.44  0.26
C  2.66  -0.82  -0.17
C  3.63  1.48  0.18
N  -3.31  -0.06  0.16
N  0.29  -0.37  -0.06
N  -1.65  -0.76  -1.31
N  2.43  0.56  0.01
O  -5.06  1.36  -0.20
H  -0.91  0.00  1.84
H  0.67  1.94  0.20
H  -5.35  -0.51  0.47
H  1.11  -2.46  -0.19
H  1.25  -1.78  1.33
H  3.50  -1.21  0.56
H  2.89  -1.04  -1.23
H  3.33  2.18  0.85
H  3.87  1.84  -0.85
H  4.37  0.84  0.63
H  -2.35  -1.05  -2.10
H  -5.92  1.51  0.12

As for the total charge: +2. The value obtained for the total energy is -605.48836 Eh. As for the energy above the lowest of the compared OMol25 structures with the same formula, charge and spin: 463.9 kJ/mol.